[1]
106
Properties=species:S:1:pos:R:3 method="wB97M-V/def2-TZVPD" e_above_lowest_ev=0.8779 mol_weight_g_mol=1041.66 charge=-2 spin_multiplicity=5 e_homo_ha="-0.031 / -0.035"
Cr 0.91 0.99 -0.63
C -1.72 3.25 4.95
C -0.98 2.22 5.55
C -0.09 1.46 4.79
C 0.01 1.74 3.44
C 0.84 1.12 2.37
N 1.81 0.29 2.64
C 2.70 -0.14 1.68
C 4.06 -0.26 1.77
C 4.96 0.06 2.85
C 6.29 -0.02 2.63
C 6.83 -0.42 1.34
C 6.02 -0.72 0.30
C 4.60 -0.64 0.48
C 3.57 -0.76 -0.41
N 3.58 -1.10 -1.75
C 2.76 -0.51 -2.57
N 1.89 0.51 -2.34
C 1.51 1.10 -3.55
N 0.91 2.20 -3.76
C 0.42 3.02 -2.73
N 0.28 2.68 -1.43
C -0.34 3.69 -0.75
N -0.73 3.68 0.58
C -0.38 2.77 1.42
N 0.47 1.68 1.19
C -0.73 2.76 2.85
C -1.59 3.54 3.60
C -0.60 4.74 -1.65
C -1.14 6.04 -1.51
C -1.18 6.86 -2.60
C -0.68 6.43 -3.86
C -0.15 5.18 -4.03
C -0.11 4.31 -2.92
C 2.03 0.23 -4.64
C 1.84 0.26 -6.00
C 2.43 -0.75 -6.76
C 3.19 -1.76 -6.16
C 3.38 -1.77 -4.78
C 2.79 -0.76 -4.04
N 2.39 -0.46 0.31
H -2.41 3.83 5.56
H -1.10 2.02 6.61
H 0.50 0.68 5.24
H 4.55 0.35 3.81
H 6.98 0.22 3.44
H 7.91 -0.46 1.22
H 6.42 -1.01 -0.66
H -2.15 4.34 3.13
H -1.52 6.36 -0.54
H -1.59 7.86 -2.50
H -0.71 7.12 -4.70
H 0.23 4.85 -4.99
H 1.24 1.04 -6.45
H 2.28 -0.78 -7.83
H 3.62 -2.54 -6.77
H 3.96 -2.55 -4.29
C -0.76 -2.19 5.50
C -2.02 -1.71 4.78
C -3.24 -2.51 5.24
Sb -1.61 -1.66 2.63
C -2.99 -0.06 2.15
C -2.83 0.37 0.69
C -4.45 -0.34 2.49
C -2.83 -3.36 2.08
C -3.08 -3.36 0.57
C -2.11 -4.64 2.51
H -0.84 -2.05 6.58
H 0.13 -1.66 5.16
H -0.59 -3.26 5.32
H -2.17 -0.65 5.02
H -3.14 -3.56 4.98
H -4.17 -2.15 4.81
H -3.34 -2.45 6.33
H -2.63 0.76 2.78
H -3.18 -0.40 -0.01
H -1.80 0.59 0.43
H -3.42 1.27 0.49
H -4.83 -1.23 1.99
H -5.08 0.50 2.16
H -4.61 -0.45 3.56
H -3.78 -3.29 2.61
H -2.15 -3.33 0.00
H -3.67 -2.50 0.26
H -3.63 -4.26 0.27
H -1.20 -4.79 1.91
H -2.75 -5.52 2.35
H -1.81 -4.63 3.56
C 1.63 -2.87 0.25
C 1.30 -1.43 0.16
O 0.20 -0.98 -0.03
H 0.73 -3.42 0.53
H 2.44 -3.04 0.96
H 1.93 -3.18 -0.75
F -2.78 -0.54 -6.77
C -1.99 -0.96 -5.75
C -1.21 -2.09 -5.87
F -1.25 -2.80 -7.03
C -0.40 -2.51 -4.84
F 0.33 -3.64 -5.02
C -0.29 -1.84 -3.58
O 0.49 -2.24 -2.67
C -1.12 -0.68 -3.52
F -1.13 0.12 -2.42
C -1.93 -0.26 -4.56
F -2.68 0.85 -4.42

---

[2]
68
Properties=species:S:1:pos:R:3 method="wB97M-V/def2-TZVPD" mol_weight_g_mol=431.58 charge=+1 spin_multiplicity=2 e_homo_ha="-0.441 / -0.441"
C -2.34 3.92 -1.00
C -2.92 3.23 -2.16
N -3.38 2.76 -3.08
H -2.91 4.81 -0.77
H -1.37 4.29 -1.33
H -2.20 3.13 -0.25
C -4.44 1.19 2.24
C -3.34 0.42 1.60
N -2.55 -0.21 1.01
H -4.57 1.11 3.32
H -5.39 1.06 1.73
H -4.14 2.22 2.03
C 0.80 0.73 0.92
C 0.65 2.12 0.37
N 0.54 3.19 -0.05
H -0.17 0.48 1.36
H 1.55 0.70 1.72
H 1.14 0.04 0.15
C -0.29 1.24 4.51
C -0.92 2.33 3.72
N -1.42 3.18 3.09
H -0.63 1.24 5.54
H 0.78 1.46 4.53
H -0.37 0.24 4.10
C -0.26 1.78 -3.07
C -0.47 0.84 -4.25
N -0.60 0.13 -5.11
H -0.61 2.77 -3.33
H 0.83 1.85 -2.98
H -0.72 1.40 -2.16
C 5.41 0.64 -2.66
C 4.20 0.78 -1.98
N 3.23 0.82 -1.36
H 5.37 0.19 -3.65
H 6.07 0.14 -1.95
H 5.88 1.59 -2.91
C 2.15 4.25 -2.61
C 2.75 4.78 -1.42
N 3.23 5.12 -0.42
H 1.08 4.47 -2.63
H 2.37 3.18 -2.57
H 2.66 4.65 -3.48
C -0.12 -2.65 2.91
C -1.04 -3.55 2.15
C -1.72 -4.29 3.32
O -1.93 -3.25 4.28
C -0.95 -2.28 4.17
H 0.08 -1.80 2.25
H 0.84 -3.08 3.18
H -0.52 -4.18 1.42
H -1.82 -2.92 1.71
H -1.08 -5.01 3.83
H -2.65 -4.81 3.12
H -0.28 -2.21 5.03
H -1.51 -1.36 3.95
C 0.43 -2.48 -1.42
C -0.48 -3.35 -2.32
C 0.46 -4.50 -2.51
O 1.77 -4.04 -2.65
C 1.86 -2.83 -1.84
H 0.37 -2.69 -0.35
H 0.27 -1.40 -1.50
H -0.55 -2.78 -3.25
H -1.47 -3.50 -1.87
H 0.15 -5.19 -3.29
H 0.46 -5.00 -1.54
H 2.22 -2.09 -2.55
H 2.51 -3.01 -0.97

---

[3]
10
Properties=species:S:1:pos:R:3 method="wB97M-V/def2-TZVPD" e_above_lowest_ev=4.6907 mol_weight_g_mol=60.08 smiles=[NH3+]N1CN1 charge=+1 e_homo_ha=-0.566
N -1.26 -0.14 0.01
N 0.00 -0.42 -0.68
C 1.32 0.49 -0.14
N 0.97 -0.82 0.28
H -1.20 0.50 0.82
H -1.63 -1.05 0.35
H -1.92 0.23 -0.70
H 1.04 1.30 0.51
H 2.06 0.67 -0.90
H 1.56 -1.59 -0.04

---

[4]
41
Properties=species:S:1:pos:R:3 method="wB97M-V/def2-TZVPD" e_above_lowest_ev=0.0000 mol_weight_g_mol=796.29 charge=-3 spin_multiplicity=4 e_homo_ha="0.024 / -0.076"
V 13.97 -5.80 17.01
C 13.78 -9.33 14.60
F 14.82 -9.70 13.86
F 12.67 -9.88 14.08
F 13.93 -9.81 15.82
S 13.57 -7.48 14.68
O 14.83 -6.91 15.16
O 13.26 -7.02 13.35
O 12.61 -7.23 15.74
C 16.90 -9.15 17.75
F 16.52 -9.98 16.78
F 17.77 -9.77 18.55
F 17.52 -8.13 17.16
S 15.44 -8.56 18.82
O 16.07 -8.07 20.04
O 14.86 -7.49 18.00
O 14.63 -9.75 18.96
C 12.70 -1.63 15.88
F 12.51 -0.69 14.95
F 14.01 -1.72 16.10
F 12.10 -1.24 17.00
S 12.07 -3.34 15.32
O 10.71 -3.40 15.82
O 12.21 -3.25 13.87
O 13.00 -4.27 15.97
C 12.02 -3.61 20.10
F 12.23 -3.22 21.37
F 10.70 -3.75 19.97
F 12.46 -2.65 19.32
S 13.00 -5.21 19.79
O 12.86 -6.02 20.97
O 12.47 -5.79 18.56
O 14.34 -4.80 19.38
C 17.04 -2.35 17.40
F 18.17 -2.03 18.04
F 16.06 -2.22 18.27
F 16.89 -1.44 16.44
S 17.10 -4.09 16.64
O 18.10 -4.72 17.48
O 15.72 -4.56 16.78
O 17.48 -3.88 15.25